# 1
This record from the OMol25 dataset describes a 2-piece molecular cluster, C21H34BBrCl3N4O4S overall at a distorted geometry. The level of theory is wB97M-V/def2-TZVPD.

Geometry as XYZ:
```
69
Properties=species:S:1:pos:R:3:forces:R:3
C -2.41519 1.61943 -3.19258 -0.18 -0.12 0.44
C -2.09881 1.52626 -1.88728 0.60 0.30 -0.47
C -1.54115 0.27846 -1.24087 -1.86 -0.66 0.66
C -0.73585 -0.58308 -2.21345 0.13 0.36 -0.74
C 0.62529 -0.02550 -2.59891 0.38 -0.26 0.24
C 1.69428 -0.92227 -2.59951 0.41 0.09 -0.07
C 2.97193 -0.51995 -2.97327 0.31 0.15 -0.25
C 3.23209 0.78518 -3.36457 -0.72 0.16 0.20
C 2.18282 1.70342 -3.35282 0.07 -0.01 0.03
C 2.39890 3.14714 -3.73331 -0.74 -0.20 -0.08
C 0.90139 1.28652 -2.97993 0.22 0.01 -0.01
N -0.66589 0.43266 -0.04247 -0.01 0.37 -0.09
C -0.67428 1.72109 0.68437 1.02 0.52 0.28
C -0.24761 1.63487 2.15372 0.03 0.48 0.06
C 0.52065 2.91112 2.60258 0.04 -0.93 0.58
C 1.92219 2.50578 3.07571 -0.32 0.24 -1.10
S 3.05326 3.87926 3.18029 0.65 -0.64 1.87
O 4.33906 3.36071 3.51327 0.18 -0.17 -0.63
O 2.51585 4.85952 4.06352 -0.58 0.47 -0.70
Cl 3.13973 4.54442 1.25272 -0.17 0.05 0.08
C -0.92838 -0.71465 0.67771 -1.17 0.38 0.55
N -0.02495 -1.48169 1.18539 0.35 0.82 -0.12
C 1.42803 -1.17294 1.02473 0.02 -0.67 0.45
O 2.08300 -1.63218 2.15676 -0.01 -0.15 -0.31
C 2.72163 -2.89508 1.88962 0.00 0.25 -0.11
N -2.28442 -0.97256 0.75287 0.73 -1.35 -2.04
C -2.77538 -0.45500 -0.58733 -1.10 0.39 -0.28
Br -3.45832 -1.89192 -1.76655 0.38 -0.07 0.39
B -4.08495 0.41501 -0.18588 -0.46 0.43 -0.29
N -3.96315 1.68635 0.54956 0.58 -0.36 -0.04
O -5.33283 -0.06787 -0.50588 0.84 -0.70 0.64
H -2.95492 0.84579 -3.72701 1.21 -0.60 -0.47
H -2.11349 2.50839 -3.73606 -1.44 0.63 0.18
H -2.27220 2.41497 -1.29058 1.38 0.32 0.00
H -1.31507 -0.73158 -3.12342 -0.11 0.00 0.01
H -0.56298 -1.58527 -1.81778 -0.16 0.00 0.24
H 1.56706 -1.96614 -2.33456 -0.25 0.00 0.03
H 3.79430 -1.22224 -3.00064 -0.09 -0.20 0.10
H 4.20954 1.11653 -3.68367 0.14 -0.15 0.04
H 3.02505 3.25674 -4.61413 0.26 0.01 0.11
H 2.77545 3.73431 -2.89830 0.29 0.00 -0.03
H 1.42474 3.56502 -3.98822 0.03 0.19 -0.05
H 0.12369 2.03081 -3.01584 -0.10 0.00 0.06
H -1.63594 2.22695 0.64646 -0.20 -0.34 -0.08
H 0.04151 2.36571 0.17138 0.05 -0.09 -0.18
H -1.12958 1.53844 2.78463 -0.07 -0.25 -0.02
H 0.40367 0.78998 2.36501 -0.14 -0.19 -0.07
H 0.01509 3.30113 3.48007 -0.10 0.57 -0.21
H 0.58099 3.64019 1.80035 -0.14 0.18 0.08
H 2.39058 1.80398 2.38569 0.12 0.01 -0.04
H 1.87846 2.04129 4.05684 0.28 0.18 0.21
H -0.29826 -2.31582 1.69922 0.18 -0.09 0.02
H 1.55924 -0.10677 0.89781 -0.11 0.09 0.00
H 1.76394 -1.69091 0.12718 0.05 0.09 -0.13
H 3.55618 -2.71479 1.21367 0.16 -0.18 0.05
H 3.06223 -3.30111 2.83551 0.10 0.06 0.05
H 2.01072 -3.59548 1.43622 0.42 0.25 -0.05
H -2.47874 -1.97548 0.69222 -0.06 -0.02 0.91
H -4.38727 2.40937 -0.02423 -0.13 0.13 0.17
H -4.43992 1.68794 1.44400 -0.04 0.12 0.02
H -5.84113 -0.12932 0.31255 -0.65 0.46 -0.33
Cl -1.94905 -4.35153 0.19579 0.07 -0.11 -0.12
C -1.35345 -5.84951 0.97493 0.04 -0.14 0.14
C -1.07369 -5.63897 2.44041 -0.17 -0.13 0.07
Cl 0.32532 -4.55548 2.69459 -0.49 -0.22 0.21
H -0.46986 -6.17831 0.43454 0.02 0.11 -0.02
H -2.13014 -6.60183 0.85389 -0.07 0.07 0.01
H -0.83422 -6.58729 2.91726 0.08 0.00 -0.05
H -1.93076 -5.20713 2.95062 0.03 0.06 -0.01
```
Positions in Å, forces in eV/Å.

The orbital gap is 8.6 eV. As for the spin multiplicity: 1. As for the charge: +1.

***

# 2
This record from the OMol25 dataset describes a 4-piece molecular cluster, C21H34ClN4O overall at a distorted geometry. The level of theory is wB97M-V/def2-TZVPD.

Geometry as XYZ:
```
61
Properties=species:S:1:pos:R:3:forces:R:3
C 0.03798 0.09444 -1.14725 -0.76 -0.13 -0.04
C 1.30090 0.43840 -0.92875 1.01 -0.32 0.08
C 2.50411 -0.49740 -0.75152 -1.83 0.22 0.59
C 2.73378 -1.52874 -1.88505 2.03 0.97 0.79
Cl 1.63281 -2.89624 -1.79974 -0.04 0.06 0.01
C 4.25623 -1.91239 -1.69588 0.28 1.02 0.07
C 4.95854 -1.02048 -2.68420 0.76 -0.65 0.02
N 4.18557 -0.51426 -3.55248 -1.06 0.27 0.79
C 2.83327 -1.05229 -3.33292 -2.05 -1.47 -1.69
C 1.65300 -0.39756 -4.07355 0.73 0.42 0.00
C 1.80134 1.10675 -4.24315 -0.91 -0.80 2.00
O 1.97158 1.54240 -5.31776 0.72 1.22 -2.84
H -0.53246 0.73160 -1.81751 -0.54 0.72 0.99
H -0.50981 -0.73498 -0.69779 0.74 -0.59 -0.93
H 1.50625 1.49961 -0.82529 0.45 0.14 -1.21
H 3.39310 0.10837 -0.59978 0.04 0.07 -0.02
H 2.34617 -1.08202 0.15855 0.37 -0.14 0.04
H 4.66969 -1.53232 -0.75739 -0.29 -0.48 0.41
H 4.50328 -2.96961 -1.75662 0.10 -0.07 -0.36
H 6.01181 -0.77794 -2.70961 0.16 -0.13 0.16
H 4.41374 0.11887 -4.31324 0.20 0.04 0.10
H 2.90955 -2.00201 -3.87803 -0.08 -0.11 0.15
H 1.65977 -0.81078 -5.08014 -0.01 0.23 -0.17
H 0.69840 -0.68984 -3.64847 0.09 0.04 0.47
H 1.73215 1.82260 -3.40618 -0.02 -0.43 0.49
C 1.55786 1.58562 5.05814 0.02 0.03 -0.05
C 0.45320 1.64545 4.00854 0.08 0.13 0.35
C 0.71180 0.72205 2.81397 0.08 0.27 0.07
C 1.95837 1.09552 2.12957 -1.72 -0.61 0.88
N 2.91808 1.39823 1.60424 1.53 0.47 -0.86
H 2.51499 1.92179 4.65469 0.00 -0.04 -0.02
H 1.31605 2.23262 5.90104 -0.01 -0.04 0.01
H 1.68335 0.56954 5.43718 0.00 0.02 0.01
H 0.34786 2.67668 3.66098 -0.03 -0.05 -0.10
H -0.49350 1.36402 4.46955 -0.01 -0.07 -0.14
H -0.10876 0.78745 2.09777 0.05 -0.07 -0.07
H 0.78926 -0.31545 3.14263 0.02 -0.02 -0.03
C -2.41513 -4.29727 -2.79420 -0.01 -0.01 0.01
C -3.63149 -3.65708 -2.13433 0.11 -0.22 -0.18
C -3.32129 -2.29184 -1.51140 0.02 -0.28 0.13
C -2.29484 -2.42280 -0.46744 -1.23 0.23 -1.03
N -1.50286 -2.53616 0.34128 1.01 -0.17 0.97
H -1.62470 -4.49672 -2.06791 -0.01 0.04 0.01
H -2.68616 -5.24963 -3.24894 0.01 0.03 -0.03
H -2.00820 -3.65230 -3.57711 0.00 -0.02 0.00
H -4.01855 -4.33011 -1.36741 -0.05 0.08 0.03
H -4.41959 -3.53276 -2.87854 -0.03 0.09 0.07
H -4.21926 -1.86530 -1.06436 0.05 0.07 0.04
H -2.96047 -1.59703 -2.27243 0.03 0.03 0.03
C -2.96815 3.12462 1.91253 -0.01 -0.01 -0.03
C -4.04642 3.52191 2.91526 0.08 0.00 -0.26
C -3.58386 3.38937 4.36957 -0.10 -0.22 -0.19
C -3.21982 1.99699 4.66897 -0.41 1.58 -0.08
N -2.94322 0.91772 4.89654 0.37 -1.36 0.20
H -2.68898 2.07428 2.02168 0.01 0.01 0.06
H -3.32788 3.26183 0.89233 0.03 0.03 0.01
H -2.07017 3.73404 2.03947 0.00 -0.01 -0.01
H -4.93088 2.90275 2.75400 -0.02 0.03 0.09
H -4.34212 4.55634 2.73276 -0.02 0.00 0.10
H -4.37807 3.69569 5.05011 0.05 -0.03 0.07
H -2.71718 4.02577 4.55499 0.02 -0.03 0.04
```
Positions in Å, forces in eV/Å.

The orbital gap is 7.6 eV. As for the spin multiplicity: 1. As for the charge: +1.

***

# 3
This record from the OMol25 dataset describes C21H34FeN4O4PS2 as an isolated structure. The level of theory is wB97M-V/def2-TZVPD.

Geometry as XYZ:
```
67
Properties=species:S:1:pos:R:3:forces:R:3
Fe -0.51206 -0.68321 0.31615 0.12 0.04 0.88
C -4.30910 -1.70247 2.09756 0.02 -0.01 0.00
C -3.04798 -0.91144 1.79682 0.02 -0.06 0.01
O -2.24000 -1.49927 0.99133 -0.09 0.22 -0.25
C -2.89388 0.33081 2.37253 0.00 0.04 -0.01
C -1.72882 1.16867 2.28145 -0.03 -0.03 0.01
C -1.69175 2.42292 3.11810 0.00 0.00 0.00
N -0.70538 0.83745 1.55520 0.05 -0.11 -0.08
N 0.41055 1.66839 1.67636 0.02 -0.03 -0.01
C 1.46377 1.03796 1.20689 0.00 0.01 0.08
O 1.50199 -0.13673 0.73637 -0.15 0.01 -0.46
C 2.75104 1.81391 1.24478 0.00 -0.01 -0.01
C 3.86673 1.28718 0.60148 -0.01 0.00 -0.02
C 5.06478 1.98862 0.57696 0.00 0.02 0.00
C 5.16367 3.22726 1.19721 -0.01 0.00 0.00
C 4.05100 3.75904 1.84200 0.02 0.00 0.00
C 2.85473 3.05828 1.86445 -0.02 0.00 0.00
H -4.03117 -2.68204 2.49576 -0.01 0.00 0.00
H -4.96104 -1.19524 2.81061 0.00 0.00 0.00
H -4.85853 -1.87205 1.16754 0.00 0.00 0.00
H -3.69355 0.68124 3.01469 0.00 0.00 0.00
H -2.65124 2.57858 3.61432 0.00 0.00 -0.01
H -0.90216 2.36044 3.87055 0.00 0.00 0.00
H -1.45311 3.28754 2.49628 0.00 0.00 0.00
H 3.75236 0.33204 0.10510 0.00 0.00 0.00
H 5.92050 1.57367 0.05623 0.00 0.00 0.00
H 6.09665 3.77979 1.17152 0.00 0.00 0.00
H 4.11782 4.72903 2.32357 0.00 0.00 0.00
H 1.97277 3.45932 2.34683 0.00 0.00 0.00
C 1.19383 4.41005 -2.65003 0.00 0.00 0.02
C 1.88365 3.24629 -1.96450 0.01 -0.02 0.01
O 2.11449 2.15965 -2.86351 0.03 -0.02 0.01
P 0.96037 1.08424 -3.22498 -0.04 0.03 0.05
S 1.86820 -0.54937 -3.84670 -0.03 -0.04 -0.01
S -0.43179 1.02780 -1.82228 -0.09 0.00 -0.15
O 0.33497 1.89522 -4.51825 0.04 -0.01 -0.04
C -0.86722 1.44362 -5.11997 -0.01 0.00 0.02
C -0.60297 0.53611 -6.30937 0.02 0.01 0.00
H 1.08557 5.23833 -1.94405 0.01 0.00 0.00
H 0.20298 4.10809 -2.98846 0.00 0.00 0.00
H 1.76906 4.75134 -3.51366 0.00 0.00 -0.01
H 1.28819 2.90007 -1.11817 0.00 -0.01 0.03
H 2.87245 3.53141 -1.59976 0.01 0.00 0.01
H -1.40255 2.34231 -5.44316 -0.01 0.00 0.01
H -1.48615 0.94180 -4.37027 -0.01 0.00 -0.02
H 0.05293 1.03336 -7.02733 -0.01 0.01 -0.01
H -1.54667 0.28902 -6.80534 0.00 -0.01 0.00
H -0.11161 -0.37985 -5.98399 0.00 0.01 0.01
C -0.04912 -5.27982 -2.22740 0.02 0.01 0.01
C -0.93806 -4.07537 -2.56008 -0.06 0.07 -0.05
C -2.41738 -4.44926 -2.38982 0.00 0.01 0.03
C -0.67322 -3.60548 -3.99517 0.00 0.00 0.00
C -0.63860 -2.97719 -1.63098 0.17 -0.01 0.02
N -0.42817 -2.12248 -0.88657 -0.06 -0.12 0.06
H -0.28490 -6.10869 -2.90118 0.00 0.00 -0.01
H -0.21014 -5.60563 -1.19892 0.00 0.00 0.00
H 1.00311 -5.01969 -2.34469 0.00 0.00 0.00
H -2.66110 -5.29824 -3.03533 0.00 0.01 -0.01
H -3.05599 -3.60607 -2.65346 0.00 0.00 0.00
H -2.62979 -4.71544 -1.35366 0.00 -0.02 -0.01
H -0.89851 -4.41746 -4.69403 0.00 0.00 0.01
H 0.36285 -3.29332 -4.11720 0.03 0.02 0.00
H -1.29629 -2.74402 -4.23564 -0.01 0.00 0.00
N -3.90451 0.03038 -1.24968 -0.01 0.03 -0.01
H -3.14732 0.33366 -1.85977 0.00 0.00 0.00
H -4.10903 0.84546 -0.67801 0.00 0.01 -0.01
H -3.43575 -0.60126 -0.59986 0.05 -0.06 -0.09
```
Positions in Å, forces in eV/Å.

The expectation value of S² is 0.920. The orbital gap (alpha / beta) is 4.8 / 4.0 eV. As for the spin multiplicity: 2. As for the charge: -2.